P | C5H12NO2 | ωB97M-V/def2-TZVPD

Last columns: bonded neighbours and bond lengths (Å).
Positions of all 20 atoms, in Å:
1 N -1.0517 -1.1255 -1.6283  C5 1.529, H8 1.052
2 C -1.2729 1.4664 -0.5982  C3 1.436, C4 1.555, H9 1.118, H10 1.115
3 C -0.8903 1.3833 0.7832  C2 1.436, C4 1.893, H11 1.098, H12 1.033
4 C 0.1698 0.8979 -0.7086  C2 1.555, C3 1.893, C5 1.645, H13 1.125, H14 1.162
5 C 0.0530 -0.7412 -0.6438  N1 1.529, C4 1.645, C6 1.525, H15 1.057
6 C -0.3187 -1.2888 0.7306  C5 1.525, O7 1.397, H16 1.087, H17 1.150
7 O 0.4283 -0.8872 1.8405  C6 1.397, H18 1.068
8 H -0.6596 -1.9186 -2.1981  N1 1.052
9 H -1.2981 2.4192 -1.1819  C2 1.118
10 H -2.0550 0.7884 -1.0129  C2 1.115
11 H -0.4778 2.3138 1.1958  C3 1.098
12 H -1.0487 0.6039 1.4419  C3 1.033
13 H 0.4346 1.0066 -1.7963  C4 1.125
14 H 1.1463 1.2376 -0.1783  C4 1.162
15 H 0.9510 -1.1189 -1.0527  C5 1.057
16 H -1.3770 -1.0536 0.8082  C6 1.087
17 H -0.1926 -2.4184 0.5578  C6 1.150
18 H 1.4059 -0.6449 1.4859  O7 1.068
19 H 3.3038 -0.8539 1.0249  O20 0.969
20 O 2.7497 -0.0661 1.1305  H19 0.969

Its net charge is -1. For the orbital gap, the calculation gives 4.829 eV.

***

Q | C5H12NO2 | ωB97M-V/def2-TZVPD

Last columns: bonded neighbours and bond lengths (Å).
Positions of all 20 atoms, in Å:
1 C -0.4666 -0.9097 -0.8037  N2 1.411, C5 1.541, H9 1.095, H10 1.145
2 N -1.5035 -0.1005 -0.2923  C1 1.411, C3 1.350
3 C -2.4453 -0.5291 0.5755  N2 1.350, O4 1.494, H12 1.270, H13 1.138
4 O -2.0299 -0.6766 2.0028  C3 1.494, H14 1.007
5 C 0.9463 -0.8652 -0.1901  C1 1.541, C6 1.538, H15 1.021, H16 1.072
6 C 1.4516 0.4676 0.3876  C5 1.538, C7 1.554, H17 1.139, H18 1.099
7 C 1.7702 1.5772 -0.6522  C6 1.554, O8 1.475, H19 1.073, H20 1.085
8 O 0.5217 2.1311 -1.2102  C7 1.475, H11 1.038
9 H -0.4878 -0.7178 -1.8814  C1 1.095
10 H -0.6550 -2.0190 -0.5927  C1 1.145
11 H -0.1913 1.5056 -0.7889  O8 1.038
12 H -2.7360 -1.7621 0.4884  C3 1.270
13 H -3.3819 0.1085 0.4736  C3 1.138
14 H -1.1418 -0.2928 2.2807  O4 1.007
15 H 1.6696 -1.0316 -0.8916  C5 1.021
16 H 0.9800 -1.6460 0.5444  C5 1.072
17 H 0.6890 0.8590 1.1378  C6 1.139
18 H 2.2625 0.3028 1.1111  C6 1.099
19 H 2.3359 1.2826 -1.5155  C7 1.073
20 H 2.4123 2.3159 -0.1831  C7 1.085

Its net charge is -1. For the orbital gap, the calculation gives 6.518 eV.

***

Q is the most stable structure shown above.